one.
C6H13N | ωB97M-V/def2-TZVPD

Structure (ORCA input):
```
! wB97M-V def2-TZVPD RIJCOSX def2/J DEFGRID3
* xyz 0 1
C 0.62 0.54 2.33
C 1.64 -0.34 1.40
C 1.77 0.15 -0.05
C 0.63 -0.24 -0.95
N -3.12 0.20 -1.78
C -1.73 -0.21 -1.80
C -0.79 0.17 -0.85
H 0.84 0.30 3.36
H 0.64 1.64 2.12
H -0.48 0.15 2.05
H 2.62 -0.38 1.81
H 1.16 -1.32 1.16
H 2.74 -0.17 -0.44
H 1.93 1.16 -0.01
H 0.84 0.41 -1.81
H 0.63 -1.35 -1.08
H -3.47 0.67 -0.94
H -3.66 -0.63 -2.17
H -1.31 -1.01 -2.45
H -1.49 0.26 0.09
*
```

Its orbital gap is 9.005 eV. The structure (SMILES) is CCCC/C=C/N. The HOMO energy comes out at -7.83 eV.


two.
C6H13N | ωB97M-V/def2-TZVPD

Structure (ORCA input):
```
! wB97M-V def2-TZVPD RIJCOSX def2/J DEFGRID3
* xyz 0 1
C 2.92 -0.44 -0.06
C 1.43 -0.74 -0.18
C 0.62 0.47 -0.63
N -0.77 0.07 -0.71
C -1.83 1.01 -0.99
C -1.61 0.47 0.38
C -2.24 -0.60 1.24
H 3.10 0.35 0.68
H 3.32 -0.09 -1.02
H 3.48 -1.32 0.25
H 1.26 -1.55 -0.90
H 1.03 -1.10 0.78
H 0.97 0.82 -1.61
H 0.74 1.30 0.08
H -2.61 0.68 -1.69
H -1.56 2.06 -1.10
H -1.19 1.26 1.01
H -3.11 -0.25 1.79
H -2.48 -1.51 0.69
H -1.47 -0.87 1.98
*
```

Its orbital gap is 10.362 eV. The structure (SMILES) is CCCN1C[C@H]1C. The HOMO energy comes out at -9.13 eV.


three.
C6H13N | ωB97M-V/def2-TZVPD

Structure (ORCA input):
```
! wB97M-V def2-TZVPD RIJCOSX def2/J DEFGRID3
* xyz 0 1
C -0.48 -1.04 -0.05
N 0.13 0.18 0.44
C 1.57 0.34 0.46
C 2.27 -0.83 1.13
C -0.56 1.34 -0.14
C -1.84 0.79 -0.76
C -1.45 -0.63 -1.15
H -1.02 -1.52 0.77
H 0.26 -1.76 -0.44
H 1.99 0.44 -0.56
H 1.78 1.26 1.02
H 3.35 -0.70 1.19
H 1.89 -1.03 2.14
H 2.12 -1.74 0.56
H -0.71 2.09 0.64
H 0.06 1.78 -0.94
H -2.66 0.79 -0.05
H -2.17 1.40 -1.60
H -2.27 -1.34 -1.21
H -0.94 -0.63 -2.11
*
```

Its orbital gap is 9.137 eV. The structure (SMILES) is CCN1CCCC1. The HOMO energy comes out at -7.98 eV.


Here is how they stack up, most stable first: three, two, one.


one.
C6H13N | ωB97M-V/def2-TZVPD

Structure (ORCA input):
```
! wB97M-V def2-TZVPD RIJCOSX def2/J DEFGRID3
* xyz 0 1
C -1.35 1.71 0.74
C -0.61 0.40 0.62
N -0.73 -0.45 -0.54
C -1.19 -1.77 -0.19
C 0.61 0.05 -0.20
C 1.67 -0.78 0.51
C 1.18 0.88 -1.35
H -2.43 1.52 0.88
H -0.99 2.26 1.61
H -1.25 2.36 -0.14
H -0.74 -0.29 1.51
H -0.67 -2.52 -0.82
H -1.09 -1.90 0.94
H -2.26 -1.82 -0.43
H 2.29 -0.12 1.14
H 1.22 -1.53 1.17
H 2.34 -1.28 -0.20
H 0.39 1.42 -1.88
H 1.65 0.21 -2.08
H 1.94 1.59 -1.02
*
```

Its orbital gap is 9.897 eV. The structure (SMILES) is C[C@H]1N(C)C1(C)C. The HOMO energy comes out at -8.82 eV.


two.
C6H13N | ωB97M-V/def2-TZVPD

Structure (ORCA input):
```
! wB97M-V def2-TZVPD RIJCOSX def2/J DEFGRID3
* xyz 0 1
C -0.23 0.40 0.55
C 1.30 0.21 0.70
C -0.55 1.64 -0.31
C 2.10 0.23 -0.59
C -1.05 -0.81 0.07
N -2.42 -0.66 0.08
C -0.52 -1.99 -0.30
H -0.60 0.62 1.57
H -2.76 0.00 0.78
H -2.94 -1.54 0.09
H 1.50 -0.72 1.25
H 1.68 1.02 1.34
H -0.33 1.46 -1.37
H 0.04 2.50 0.02
H -1.60 1.92 -0.23
H -1.14 -2.81 -0.63
H 0.55 -2.18 -0.30
H 1.73 -0.49 -1.32
H 3.15 -0.01 -0.38
H 2.08 1.22 -1.05
*
```

Its orbital gap is 9.130 eV. The structure (SMILES) is C=C(N)[C@H](C)CC. The HOMO energy comes out at -8.07 eV.


Here is how they stack up, most stable first: two, one.


one.
C6H13N | ωB97M-V/def2-TZVPD

Structure (ORCA input):
```
! wB97M-V def2-TZVPD RIJCOSX def2/J DEFGRID3
* xyz 0 1
C 3.01 -0.04 0.28
C 1.53 -0.61 -0.53
C 0.43 0.39 -1.10
N -0.98 0.07 -0.80
C -2.01 1.13 -0.78
C -1.47 0.54 0.47
C -2.15 -0.49 1.34
H 2.93 0.92 0.82
H 3.79 0.02 -0.46
H 3.45 -0.71 1.08
H 1.78 -1.30 -1.35
H 1.46 -0.99 0.49
H 0.47 0.51 -2.20
H 0.74 1.34 -0.67
H -3.00 0.84 -1.15
H -1.75 2.17 -1.00
H -0.80 1.21 1.01
H -2.78 -0.05 2.11
H -2.74 -1.17 0.72
H -1.37 -1.09 1.83
*
```

Its orbital gap is 10.152 eV. The structure (SMILES) is CCCN1C[C@H]1C. The HOMO energy comes out at -9.00 eV.


two.
C6H13N | ωB97M-V/def2-TZVPD

Structure (ORCA input):
```
! wB97M-V def2-TZVPD RIJCOSX def2/J DEFGRID3
* xyz 0 1
C 2.11 0.02 0.43
C 0.93 0.94 0.85
N -0.94 -0.91 1.64
C -0.97 -0.48 0.27
C -0.28 0.68 -0.03
C -0.16 1.23 -1.44
C -1.59 -1.41 -0.72
H 1.90 -0.46 -0.54
H 3.09 0.50 0.26
H 2.29 -0.74 1.21
H 1.33 1.95 0.69
H 0.66 1.02 1.89
H -0.99 0.01 2.07
H -1.78 -1.37 1.99
H 0.94 1.36 -1.61
H -0.87 2.09 -1.59
H -0.61 0.55 -2.16
H -1.48 -0.89 -1.71
H -2.62 -1.76 -0.77
H -0.97 -2.33 -0.72
*
```

Its orbital gap is 8.749 eV. The structure (SMILES) is CC/C(C)=C(/C)N. The HOMO energy comes out at -7.66 eV.


three.
C6H13N | ωB97M-V/def2-TZVPD

Structure (ORCA input):
```
! wB97M-V def2-TZVPD RIJCOSX def2/J DEFGRID3
* xyz 0 1
C 2.94 -2.02 -0.68
C 1.55 -1.39 -0.85
C 1.03 -0.40 0.16
C -0.30 -0.05 0.37
N -0.72 0.91 1.33
C -1.73 1.96 0.78
C -2.94 1.32 0.08
H 3.57 -1.69 0.16
H 2.85 -3.15 -0.61
H 3.61 -1.74 -1.50
H 0.95 -2.30 -0.90
H 1.51 -0.93 -1.90
H 1.69 0.22 0.73
H -0.99 -0.79 -0.01
H 0.07 1.37 1.77
H -1.99 2.72 1.52
H -1.19 2.51 0.03
H -3.57 0.75 0.84
H -2.68 0.61 -0.81
H -3.66 2.07 -0.51
*
```

Its orbital gap is 8.961 eV. The structure (SMILES) is CC/C=C/NCC. The HOMO energy comes out at -7.83 eV.


four.
C6H13N | ωB97M-V/def2-TZVPD

Structure (ORCA input):
```
! wB97M-V def2-TZVPD RIJCOSX def2/J DEFGRID3
* xyz 0 1
C -1.56 -1.22 -0.18
C -0.73 -0.56 1.01
C 0.76 -0.45 0.60
C 1.26 0.52 -0.54
C 1.11 1.96 -0.16
C -0.06 2.58 -0.20
N -0.73 -2.31 -0.63
H -1.53 -0.44 -0.88
H -2.42 -1.66 0.13
H -1.18 0.48 1.40
H -0.86 -1.26 1.87
H 1.18 -1.41 0.23
H 1.44 -0.22 1.55
H 2.32 0.10 -0.71
H 0.76 0.42 -1.51
H 2.01 2.55 0.12
H -0.80 2.55 -1.03
H -0.32 3.38 0.46
H 0.02 -2.65 0.05
H -0.66 -2.38 -1.60
*
```

Its orbital gap is 9.697 eV. The structure (SMILES) is C=CCCCCN. The HOMO energy comes out at -8.56 eV.


Here is how they stack up, most stable first: two, three, one, four.


one.
C3H9N5 | ωB97M-V/def2-TZVPD

Structure (ORCA input):
```
! wB97M-V def2-TZVPD RIJCOSX def2/J DEFGRID3
* xyz 0 1
N 0.33 -0.38 -1.42
C -0.44 0.43 -0.58
C -0.20 0.44 0.90
N -0.34 -1.08 -2.46
N -1.27 0.90 1.69
N 2.01 -0.60 1.09
C 0.73 -0.35 1.50
N -1.36 1.23 -1.04
H 1.10 -0.88 -0.96
H -0.91 -1.82 -2.06
H -1.01 -0.47 -2.93
H -1.94 1.37 1.08
H -0.97 1.51 2.44
H -1.30 1.20 -2.06
H 2.38 0.13 0.48
H 2.65 -0.86 1.84
H 0.54 -0.77 2.49
*
```

Its orbital gap is 8.162 eV. The structure (SMILES) is [H]/N=C(NN)/C(N)=C\N. The HOMO energy comes out at -7.34 eV.


two.
C3H9N5 | ωB97M-V/def2-TZVPD

Structure (ORCA input):
```
! wB97M-V def2-TZVPD RIJCOSX def2/J DEFGRID3
* xyz 0 1
C -0.95 0.34 -0.45
C -1.13 -1.56 1.06
N -0.31 -0.84 0.12
N 1.36 2.07 -0.14
C -0.11 0.98 -1.52
N 1.70 -0.56 1.05
N 0.90 1.73 -1.36
N 2.35 -1.27 0.48
H 2.30 2.42 -0.19
H 1.17 1.44 0.63
H 0.18 -1.46 -0.60
H -1.94 0.09 -0.87
H -1.12 1.05 0.37
H -0.40 0.81 -2.55
H -2.08 -1.89 0.63
H -0.58 -2.44 1.42
H -1.34 -0.91 1.91
*
```

Its orbital gap is 9.786 eV. The structure (SMILES) is CNC/C=N\N.N#N. The HOMO energy comes out at -8.72 eV.


Here is how they stack up, most stable first: two, one.


one.
C3H9N5 | ωB97M-V/def2-TZVPD

Structure (ORCA input):
```
! wB97M-V def2-TZVPD RIJCOSX def2/J DEFGRID3
* xyz 0 1
C 2.97 -0.30 0.54
C 0.76 -0.95 -0.47
C -1.23 0.19 -0.65
H 3.70 0.71 0.49
H 2.71 -0.83 1.75
H 3.49 -1.18 -0.27
H -0.34 1.61 -0.15
H 1.97 1.85 -1.05
H 1.15 -2.03 -0.41
H -0.78 0.87 -1.44
H -3.63 0.27 1.30
H -2.25 -0.85 1.23
N 1.63 0.12 0.07
N 1.21 1.46 0.15
N -0.53 -1.03 -0.55
N -2.39 0.62 -0.16
N -2.92 -0.33 0.77
*
```

Its orbital gap is 7.812 eV. The HOMO energy comes out at -8.00 eV.


two.
C3H9N5 | ωB97M-V/def2-TZVPD

Structure (ORCA input):
```
! wB97M-V def2-TZVPD RIJCOSX def2/J DEFGRID3
* xyz 0 1
C 1.81 -1.49 0.49
C 1.30 -0.16 -0.12
C -1.04 -0.38 0.42
H 2.82 -1.56 0.05
H 1.75 -1.41 1.56
H 1.12 -2.31 0.26
H 2.50 1.96 -2.02
H 0.93 1.49 -2.12
H -1.11 -1.31 0.99
H -2.32 1.12 0.17
H -4.10 -0.49 0.90
H -3.18 0.48 2.03
N 2.18 0.46 -0.86
N 1.73 1.62 -1.46
N -0.04 0.17 -0.06
N -2.31 0.09 0.15
N -3.09 -0.32 1.29
*
```

Its orbital gap is 8.941 eV. The structure (SMILES) is CC(=N/N)/N=C/NN. The HOMO energy comes out at -8.12 eV.


Here is how they stack up, most stable first: two, one.